48
Properties=species:S:1:pos:R:3:forces:R:3 method="wB97M-V/def2-TZVPD" total_charge=0 homo_lumo_gap_ev=6.472 lumo_energy_ev=-0.5 fmax_ha_per_bohr=0.0292
C -1.632939 2.050680 -2.516332 -0.180 0.111 0.437
C -1.101942 3.146514 -1.553170 -0.419 -0.031 -0.717
C 0.402029 3.426152 -1.708781 0.205 -0.519 0.292
C 1.167790 3.492155 -0.374946 -0.293 -0.061 -0.436
C 0.981404 2.162863 0.385528 0.203 0.662 -0.099
C 2.207146 1.691208 1.197525 -0.914 -0.514 -0.640
C 2.489757 0.193385 0.938937 0.895 0.417 1.128
C 1.799137 -0.740332 1.952150 -0.517 -0.270 -0.673
Ga -0.043248 -1.412548 1.437907 0.973 -0.060 0.596
O -1.016693 -0.353958 0.214188 -0.669 -0.198 -0.112
C -0.003371 -3.264608 0.575606 0.230 0.520 0.457
O -0.779623 -3.051875 -0.625664 -1.220 -0.211 -0.326
C -0.137004 -3.373603 -1.843109 0.555 -0.206 -0.429
C 0.990025 -2.383574 -2.210102 -0.286 -0.233 0.353
P -1.333174 -1.376397 3.448213 -0.397 1.316 -0.464
N -2.111703 0.025706 3.505267 0.167 -0.203 -0.145
H -1.990565 1.187189 -1.949932 0.121 -0.054 0.010
H -0.861044 1.699509 -3.200023 -0.069 0.067 -0.146
H -2.493791 2.419023 -3.074620 0.105 -0.074 -0.227
H -1.670318 4.049719 -1.783684 0.101 0.137 0.219
H -1.383132 2.849547 -0.545268 0.268 0.111 0.135
H 0.829290 2.575484 -2.250974 0.082 0.051 -0.059
H 0.593310 4.296911 -2.339019 -0.116 0.125 0.113
H 2.225768 3.651790 -0.598548 0.022 0.046 0.049
H 0.816428 4.361228 0.187513 0.100 -0.062 0.207
H 0.766207 1.408259 -0.371075 -0.047 -0.096 0.035
H 0.077307 2.239381 0.987612 0.061 -0.238 0.172
H 2.006498 1.804883 2.262682 0.265 0.210 0.062
H 3.076024 2.285969 0.914491 0.039 0.032 0.104
H 3.572152 0.074879 1.081355 -0.003 -0.119 -0.134
H 2.299972 -0.075459 -0.102092 -0.156 0.052 -0.030
H 1.747241 -0.287601 2.944173 0.151 0.149 -0.041
H 2.424069 -1.634812 2.051759 -0.158 -0.097 0.105
H -0.792750 -0.585629 -0.693185 0.230 0.058 0.067
H 1.012460 -3.588725 0.337435 -0.003 0.118 -0.204
H -0.428781 -4.064670 1.189694 -0.252 -0.104 -0.301
H 0.256624 -4.389930 -1.749869 0.046 -0.007 -0.044
H -0.854976 -3.385209 -2.664328 -0.370 -0.006 0.331
H 1.921560 -2.913349 -2.397608 0.088 0.119 0.007
H 1.126392 -1.707948 -1.365486 0.248 0.058 -0.055
H 0.744881 -1.786931 -3.086596 -0.032 0.011 -0.011
H -2.276608 -2.461226 3.525988 0.327 -0.291 0.434
H -0.469655 -1.520694 4.569616 -0.157 -0.648 -0.097
H -1.884396 0.566745 4.329430 -0.284 -0.011 0.075
O -3.234219 -1.920755 0.093354 -0.868 -0.330 -0.052
H -3.227352 -0.945732 -0.010538 0.685 0.249 0.378
H -3.487383 -2.169604 1.001076 0.111 0.234 0.085
H -2.318806 -2.264010 -0.116551 1.133 -0.211 -0.409